Computed, not measured: one molecule with the formula C29H48NO7P, with wB97M-V/def2-TZVPD.

Last column: Mulliken charge in e.
Positions of all 86 atoms, in Å:
1 C 0.18 -0.02 4.94  -1.110
2 C 0.40 -1.55 4.76  -0.623
3 C 1.56 -1.83 3.80  -0.123
4 C 1.55 -3.27 3.24  -1.345
5 C 1.35 -3.29 1.72  1.067
6 C 2.66 -2.95 0.96  -1.318
7 C 2.41 -2.11 -0.32  1.027
8 C 3.32 -0.88 -0.37  -1.074
9 C 3.78 -0.44 -1.78  -1.162
10 C 2.73 -0.61 -2.87  -0.839
11 C 1.56 0.36 -2.71  0.039
12 C 0.44 0.08 -3.71  -0.296
13 C -0.50 1.27 -3.88  -0.817
14 C -1.98 0.86 -4.13  -0.586
15 C -2.88 1.48 -3.03  -1.747
16 C -2.52 0.85 -1.70  0.929
17 C -1.87 1.61 -0.78  -0.217
18 C -1.48 1.13 0.44  0.069
19 C -1.74 -0.16 0.78  1.081
20 C -1.30 -0.62 2.16  -1.919
21 C -2.38 -0.98 -0.12  0.484
22 C -2.60 -2.42 0.30  -1.564
23 O -2.28 -3.38 -0.69  -0.452
24 C -0.94 -3.26 -1.12  0.348
25 C -2.80 -0.47 -1.33  0.951
26 P -3.78 -1.56 -2.43  1.075
27 O -4.71 -2.39 -1.67  -0.778
28 O -2.77 -2.40 -3.34  -0.508
29 O -4.64 -0.70 -3.47  -0.637
30 C -0.80 2.22 1.23  0.055
31 O -0.04 2.18 2.17  -0.589
32 N -1.25 3.39 0.57  0.100
33 O -0.36 4.47 0.61  -0.090
34 C -0.54 5.27 1.78  -0.373
35 C 0.83 5.76 2.29  -0.485
36 C 2.04 5.25 1.51  -1.044
37 C -1.45 3.05 -0.82  -0.808
38 O -1.27 3.81 -1.74  -0.576
39 H 0.60 0.33 5.88  0.470
40 H 0.67 0.52 4.13  0.136
41 H -0.88 0.24 4.88  0.262
42 H 0.69 -1.92 5.74  0.510
43 H -0.53 -2.00 4.42  0.267
44 H 2.49 -1.60 4.31  0.558
45 H 1.49 -1.14 2.95  -0.033
46 H 0.83 -3.90 3.74  0.521
47 H 2.52 -3.71 3.44  0.308
48 H 1.03 -4.29 1.44  0.533
49 H 0.54 -2.62 1.43  -0.925
50 H 3.09 -3.91 0.70  0.127
51 H 3.31 -2.44 1.66  0.606
52 H 1.39 -1.76 -0.24  -0.698
53 H 2.54 -2.78 -1.17  0.627
54 H 2.88 -0.05 0.18  0.328
55 H 4.23 -1.13 0.19  0.622
56 H 4.67 -1.03 -2.04  0.366
57 H 4.13 0.59 -1.72  0.358
58 H 2.42 -1.66 -2.91  0.278
59 H 3.21 -0.41 -3.83  0.503
60 H 1.19 0.24 -1.69  -0.352
61 H 1.96 1.36 -2.86  0.440
62 H 0.90 -0.16 -4.67  0.427
63 H -0.09 -0.82 -3.41  0.080
64 H -0.43 1.98 -3.07  0.220
65 H -0.18 1.82 -4.77  0.459
66 H -2.30 1.16 -5.12  0.349
67 H -2.00 -0.23 -4.02  0.321
68 H -3.94 1.41 -3.25  0.687
69 H -2.61 2.53 -2.97  0.573
70 H -1.98 -1.34 2.60  0.725
71 H -0.30 -1.04 2.11  -0.048
72 H -1.25 0.23 2.83  0.581
73 H -3.66 -2.53 0.54  0.437
74 H -2.05 -2.69 1.20  0.483
75 H -0.77 -4.07 -1.82  0.398
76 H -0.23 -3.40 -0.30  -0.138
77 H -0.74 -2.34 -1.67  -0.347
78 H -3.26 -3.19 -3.63  0.330
79 H -4.19 -0.60 -4.32  0.376
80 H -1.15 6.14 1.54  0.362
81 H -1.09 4.73 2.55  0.256
82 H 0.93 5.41 3.32  0.267
83 H 0.83 6.85 2.36  0.403
84 H 2.89 5.89 1.76  0.400
85 H 2.32 4.26 1.85  0.167
86 H 1.93 5.30 0.43  0.279

Output
Energy   -2056.627126 Ha
Gap between HOMO and LUMO   9.1 eV
2S+1   1
Structure (SMILES)   CCCCCCCCCCCCCCCc1c2c(c(C)c(COC)c1P(=O)(O)O)C(=O)N(OCCC)C2=O


Computed, not measured: one molecule with the formula C5H4N2, with wB97M-V/def2-TZVPD.

Last column: Mulliken charge in e.
Positions of all 11 atoms, in Å:
1 C 3.01 -0.91 0.57  -0.520
2 C 1.84 -0.47 0.68  -0.603
3 C 0.54 -0.07 0.19  0.686
4 C -0.72 -0.79 0.26  -0.345
5 N -1.66 0.03 -0.16  0.257
6 N -1.22 1.29 -0.48  -0.654
7 C 0.05 1.27 -0.21  -0.236
8 H 0.90 -0.35 -0.85  0.246
9 H -0.93 -1.80 0.58  0.468
10 H -2.63 -0.19 -0.34  0.228
11 H 0.68 2.13 -0.39  0.473

Output
Energy   -302.191530 Ha
ΔE to the lowest compared entry with this formula, charge and spin   6.443 eV
Gap between HOMO and LUMO (spin up / spin down)   7.0 / 7.0 eV
2S+1   1


Computed, not measured: C15H6Cl6N2O2RhSe as an isolated structure, with wB97M-V/def2-TZVPD.

Last column: Mulliken charge in e.
Positions of all 33 atoms, in Å:
1 Rh -0.09 1.11 -0.56  -0.025
2 Cl 5.94 1.07 3.17  -0.191
3 C 4.27 1.13 2.75  0.326
4 C 3.31 1.12 3.77  0.200
5 Cl 3.81 1.05 5.41  -0.198
6 C 1.96 1.14 3.46  0.122
7 Cl 0.78 1.16 4.71  -0.182
8 C 1.51 1.14 2.11  0.193
9 O 0.29 1.14 1.78  -0.719
10 C 2.52 1.13 1.05  0.636
11 O 2.12 1.06 -0.15  -0.762
12 C 3.88 1.16 1.42  0.045
13 Cl 5.08 1.18 0.19  -0.194
14 Cl 0.68 1.35 -2.93  0.188
15 C 0.23 1.20 -4.66  -0.310
16 Cl 0.15 -0.49 -5.17  -0.173
17 H 1.00 1.68 -5.25  0.293
18 H -0.75 1.64 -4.82  0.277
19 N -4.30 -5.10 -0.17  -0.552
20 C -3.65 -4.15 -0.27  0.088
21 C -2.84 -3.01 -0.37  0.531
22 C -2.58 -2.24 0.77  -0.905
23 C -1.75 -1.14 0.67  0.069
24 C -1.17 -0.77 -0.55  0.104
25 C -1.47 -1.53 -1.68  0.450
26 C -2.29 -2.64 -1.60  -0.767
27 H -3.02 -2.51 1.71  0.407
28 H -1.55 -0.55 1.55  0.447
29 H -1.06 -1.27 -2.65  0.083
30 H -2.51 -3.23 -2.48  0.425
31 Se -4.35 2.96 -0.17  -0.289
32 C -2.66 2.69 -0.40  0.032
33 N -1.52 2.54 -0.66  -0.652

Output
Energy   -6108.332603 Ha
Total charge   -1
Gap between HOMO and LUMO (spin up / spin down)   6.9 / 5.4 eV
2S+1   5


Computed, not measured: a 2-piece molecular cluster, C4H8N2O overall, with wB97M-V/def2-TZVPD.

Last column: Mulliken charge in e.
Positions of all 15 atoms, in Å:
1 C -0.49 -1.31 0.61  -0.478
2 N 0.67 1.10 -0.76  -0.564
3 C 0.85 -0.88 0.13  0.423
4 C -1.21 2.47 -0.61  -0.486
5 C 2.06 -1.04 0.64  -0.840
6 O -1.41 -1.53 -0.44  -0.524
7 N -0.53 1.39 -0.64  0.245
8 H -1.57 -0.68 -0.87  0.334
9 H 0.83 -0.26 -0.94  0.208
10 H -0.87 -0.56 1.32  0.236
11 H -0.40 -2.26 1.15  0.409
12 H -2.26 2.40 -0.35  0.248
13 H -0.80 3.42 -0.93  0.251
14 H 2.93 -0.60 0.19  0.278
15 H 2.21 -1.66 1.52  0.260

Output
Energy   -341.764942 Ha
ΔE to the lowest compared entry with this formula, charge and spin   6.495 eV
Gap between HOMO and LUMO   8.1 eV
2S+1   1